[1]
C30H57N4O4P2PdSe2Si as an isolated structure, computed with ωB97M-V with the def2-TZVPD basis set.

Each line ends with the Löwdin charge.
Positions of all 101 atoms, in Å:
Pd 0.85 -1.40 0.57  0.518
C 3.71 -1.10 2.63  -0.346
Se 2.37 -2.47 2.38  0.960
C 1.29 -2.08 3.94  -0.519
C 0.14 -3.07 4.05  -0.537
Se -0.84 -3.30 2.38  0.916
C -0.21 -5.06 1.90  -0.375
H 3.23 -0.12 2.62  0.013
H 4.39 -1.16 1.78  0.021
H 4.22 -1.28 3.57  0.034
H 0.92 -1.06 3.84  0.055
H 1.93 -2.13 4.82  0.080
H -0.57 -2.73 4.80  0.066
H 0.49 -4.05 4.36  0.072
H 0.87 -5.08 1.79  0.008
H -0.67 -5.30 0.94  0.016
H -0.53 -5.79 2.65  0.033
N 1.18 0.63 1.26  0.184
C 1.49 1.90 1.11  -0.376
C 1.32 2.82 2.19  -0.016
C 1.68 4.14 2.01  -0.068
C 2.20 4.57 0.78  -0.053
C 2.37 3.67 -0.28  -0.072
C 2.02 2.35 -0.13  -0.028
H 0.92 2.47 3.13  0.107
H 1.55 4.85 2.81  0.113
H 2.48 5.61 0.65  0.112
H 2.78 4.02 -1.21  0.115
H 2.16 1.62 -0.92  0.077
O -1.29 -0.65 0.27  -0.389
P -2.07 0.62 0.17  0.542
N -2.27 1.26 1.68  -0.162
C -1.71 0.64 2.89  -0.198
C -2.43 1.35 4.03  -0.157
C -3.79 1.71 3.42  -0.158
C -3.40 2.14 2.01  -0.188
N -1.39 1.76 -0.79  -0.182
C -1.37 3.21 -0.55  -0.177
C -1.25 3.79 -1.96  -0.149
C -0.41 2.75 -2.70  -0.153
C -0.90 1.41 -2.13  -0.168
N -3.55 0.33 -0.50  -0.183
C -4.44 -0.67 0.12  -0.180
C -5.77 -0.47 -0.61  -0.157
C -5.76 1.02 -0.94  -0.166
C -4.31 1.27 -1.33  -0.192
H -0.63 0.78 2.94  0.067
H -1.91 -0.44 2.89  0.091
H -1.90 2.26 4.31  0.113
H -2.51 0.72 4.92  0.114
H -4.32 2.48 3.97  0.116
H -4.42 0.83 3.37  0.111
H -3.10 3.20 2.00  0.112
H -4.21 2.02 1.29  0.096
H -0.52 3.50 0.06  0.094
H -2.28 3.55 -0.05  0.097
H -0.81 4.79 -1.96  0.115
H -2.24 3.86 -2.42  0.111
H 0.65 2.88 -2.47  0.084
H -0.52 2.80 -3.78  0.116
H -0.11 0.67 -2.07  0.095
H -1.70 0.99 -2.75  0.112
H -4.55 -0.48 1.20  0.111
H -4.05 -1.68 0.00  0.096
H -6.63 -0.78 -0.01  0.115
H -5.78 -1.05 -1.53  0.117
H -6.02 1.61 -0.05  0.107
H -6.46 1.30 -1.73  0.116
H -3.99 2.30 -1.16  0.103
H -4.16 1.06 -2.39  0.115
C -2.15 -3.48 -1.00  -0.122
O -0.81 -3.94 -1.22  -0.317
P 0.41 -2.89 -1.31  0.680
O 1.53 -3.84 -1.90  -0.284
C 2.41 -4.56 -1.02  -0.088
O 0.09 -1.96 -2.55  -0.319
C -0.02 -2.48 -3.89  -0.069
H -2.80 -4.32 -1.21  0.098
H -2.39 -2.64 -1.67  0.084
H -2.28 -3.14 0.03  0.016
H 3.21 -4.95 -1.64  0.096
H 1.88 -5.38 -0.54  0.083
H 2.83 -3.87 -0.28  0.040
H -0.48 -1.70 -4.49  0.090
H -0.65 -3.38 -3.90  0.090
H 0.97 -2.71 -4.28  0.090
C 5.76 -1.07 -3.19  -0.186
Si 4.72 0.22 -2.34  0.406
C 5.81 1.38 -1.34  -0.180
C 3.73 1.20 -3.59  -0.177
C 3.50 -0.56 -1.22  -0.226
C 2.67 -1.05 -0.47  -0.264
H 6.54 -0.62 -3.81  0.034
H 5.14 -1.70 -3.84  0.030
H 6.25 -1.72 -2.46  0.031
H 6.51 1.92 -1.99  0.034
H 6.40 0.82 -0.61  0.032
H 5.21 2.11 -0.80  0.015
H 4.37 1.69 -4.33  0.035
H 3.13 1.98 -3.10  0.006
H 3.03 0.55 -4.13  0.030

- highest occupied orbital energy (spin up / spin down) (eV) = -9.44 / -10.71
- ΔE to the lowest compared entry with this formula, charge and spin (eV) = 0.774
- net charge = +1
- orbital gap (spin up / spin down) (eV) = 7.81 / 6.96
- 2S+1 = 5
- <S²> = 6.070

[2]
An isolated molecule of C15H16N2O5S2, computed with ωB97M-V with the def2-TZVPD basis set.

Each line ends with the Löwdin charge.
Positions of all 40 atoms, in Å:
C 6.41 -1.71 -2.49  -0.061
C 5.64 -0.44 -2.81  -0.215
H 5.81 -0.12 -3.84  0.123
H 5.93 0.37 -2.12  0.122
O 4.23 -0.65 -2.71  -0.010
C 3.69 -0.55 -1.49  -0.447
O 4.32 -0.28 -0.50  0.111
C 2.23 -0.81 -1.50  -0.120
C 1.53 -0.63 -0.31  0.055
C 0.16 -0.87 -0.25  -0.196
C -0.51 -1.29 -1.40  0.007
C 0.19 -1.46 -2.58  -0.057
C 1.55 -1.22 -2.65  -0.019
H 2.10 -1.36 -3.57  0.114
H -0.34 -1.78 -3.47  0.107
H -1.57 -1.47 -1.36  0.102
N -0.48 -0.69 0.98  0.128
C -1.80 -0.75 1.25  -0.490
O -2.67 -1.14 0.52  0.071
C -2.10 -0.33 2.70  -0.142
N -1.53 0.98 2.95  -0.128
S -2.02 2.20 1.91  0.592
O -1.58 3.42 2.52  -0.295
O -1.56 1.86 0.60  -0.247
C -3.78 2.15 1.93  -0.623
C -4.61 1.39 1.16  -0.137
C -5.97 1.60 1.48  -0.162
C -6.13 2.50 2.49  -0.386
S -4.63 3.12 3.06  1.050
H -7.05 2.84 2.93  0.066
H -6.78 1.10 0.99  0.107
H -4.25 0.71 0.41  0.109
H -1.61 1.29 3.91  0.113
H -3.19 -0.36 2.84  0.123
H -1.64 -1.05 3.38  0.136
H 0.10 -0.25 1.68  0.144
H 2.08 -0.30 0.56  0.127
H 7.48 -1.53 -2.63  0.077
H 6.24 -2.00 -1.45  0.075
H 6.10 -2.52 -3.14  0.077

- highest occupied orbital energy (eV) = -8.67
- SMILES string = CCOC(=O)c1cccc(NC(=O)CNS(=O)(=O)c2cccs2)c1
- ΔE to the lowest compared entry with this formula, charge and spin (eV) = 1.217
- net charge = 0
- orbital gap (eV) = 9.03

[3]
An isolated molecule of C4H4N2O in a non-equilibrium geometry, computed with ωB97M-V with the def2-TZVPD basis set.

Each line ends with the Löwdin charge.
Positions of all 11 atoms, in Å:
C 0.59 -0.60 -1.80  0.083
C -0.02 -0.35 -0.68  -0.214
C -1.53 0.43 0.75  -0.189
C 0.49 0.05 0.70  -0.392
H 1.61 -1.19 -1.53  0.144
H 0.02 -0.61 -2.81  0.120
H -2.47 0.51 1.09  0.108
H 1.49 0.80 2.19  0.084
N -0.56 0.20 1.49  0.110
N 1.72 0.43 1.18  0.112
O -1.35 0.33 -0.58  0.034

- highest occupied orbital energy (eV) = -9.45
- SMILES string = [H]/N=C1\N=COC1=C
- ΔE to the lowest compared entry with this formula, charge and spin (eV) = 3.322
- net charge = 0
- orbital gap (eV) = 9.25

[4]
A 13-piece molecular cluster, C17H60N2O13 overall in a non-equilibrium geometry, computed with ωB97M-V with the def2-TZVPD basis set.

Each line ends with the Löwdin charge.
Positions of all 92 atoms, in Å:
C 21.83 -12.82 -9.39  -0.064
C 22.16 -12.21 -10.70  -0.407
O 23.21 -11.36 -10.58  -0.061
H 22.76 -13.18 -8.96  0.080
H 21.08 -13.62 -9.52  0.091
H 21.41 -12.06 -8.78  0.052
H 21.33 -11.69 -11.11  0.082
H 22.28 -12.99 -11.39  0.081
H 23.22 -10.89 -11.41  0.031
C 26.39 -8.22 -13.81  -0.077
C 25.69 -8.73 -12.59  -0.251
O 26.69 -8.62 -11.50  -0.099
H 27.19 -8.90 -14.12  0.082
H 26.83 -7.28 -13.65  0.059
H 25.75 -8.11 -14.66  0.036
H 25.49 -9.80 -12.60  0.089
H 24.75 -8.21 -12.35  0.086
H 26.83 -9.50 -11.10  0.081
C 19.09 -10.07 -11.89  -0.087
C 19.38 -9.45 -10.54  -0.327
O 18.18 -9.22 -9.87  -0.058
H 20.02 -10.07 -12.43  0.033
H 18.29 -9.65 -12.50  0.080
H 18.85 -11.15 -11.85  0.090
H 19.76 -8.51 -10.85  0.068
H 20.10 -10.08 -10.03  0.113
H 18.47 -8.99 -8.98  0.085
C 25.26 -13.41 -12.34  -0.055
C 24.48 -14.23 -13.33  -0.340
O 24.34 -15.54 -12.91  -0.069
H 25.50 -12.43 -12.72  0.040
H 26.20 -13.79 -11.98  0.079
H 24.58 -13.24 -11.48  0.079
H 25.09 -14.37 -14.19  0.093
H 23.58 -13.83 -13.57  0.065
H 23.75 -16.00 -13.57  0.109
C 22.27 -7.54 -10.63  -0.644
O 22.47 -8.72 -11.30  -0.096
N 21.58 -6.51 -11.09  0.154
N 22.92 -7.38 -9.52  0.147
H 21.08 -6.80 -11.98  0.076
H 21.30 -5.76 -10.50  0.111
H 23.30 -8.36 -9.19  0.181
H 22.61 -6.79 -8.75  0.112
C 20.33 -7.80 -14.41  -0.121
O 20.13 -6.91 -13.30  -0.119
H 19.86 -7.51 -15.37  0.091
H 20.00 -8.78 -14.28  0.030
H 21.41 -7.81 -14.63  0.078
H 19.16 -6.79 -13.24  0.121
C 22.83 -10.07 -14.14  -0.111
O 23.51 -11.17 -13.48  -0.153
H 21.76 -10.12 -13.96  0.057
H 23.06 -10.19 -15.18  0.065
H 23.21 -9.09 -13.84  0.063
H 24.41 -11.23 -13.90  0.050
C 24.25 -5.47 -13.23  -0.137
O 25.52 -5.10 -12.70  -0.097
H 23.47 -5.60 -12.45  0.078
H 24.30 -6.32 -13.78  0.000
H 23.89 -4.71 -13.91  0.082
H 25.57 -5.47 -11.83  0.062
C 22.73 -7.13 -17.18  -0.159
O 23.71 -7.35 -16.21  -0.123
H 22.41 -8.11 -17.65  0.077
H 23.07 -6.60 -18.03  0.068
H 21.85 -6.60 -16.78  0.080
H 24.47 -6.87 -16.57  0.087
C 20.19 -12.47 -14.90  -0.130
O 21.12 -12.76 -13.83  -0.110
H 19.31 -13.13 -14.97  0.094
H 20.74 -12.74 -15.77  0.058
H 19.96 -11.45 -14.92  0.040
H 21.86 -12.20 -14.04  0.006
C 21.12 -10.57 -17.46  -0.164
O 22.21 -11.45 -17.68  -0.085
H 20.18 -11.06 -17.18  0.072
H 20.89 -9.92 -18.29  0.073
H 21.42 -9.91 -16.60  0.071
H 22.13 -11.57 -18.59  0.048
C 27.15 -11.97 -15.07  -0.137
O 25.93 -11.33 -14.89  -0.160
H 27.94 -11.47 -14.59  0.065
H 27.41 -11.96 -16.15  0.094
H 27.12 -13.00 -14.71  0.084
H 25.88 -10.61 -15.54  0.031
C 24.99 -10.25 -17.61  -0.124
O 26.18 -9.69 -17.04  -0.108
H 24.12 -9.72 -17.27  0.037
H 24.93 -11.30 -17.27  0.088
H 24.93 -10.30 -18.76  0.111
H 26.15 -8.77 -16.87  0.045

- highest occupied orbital energy (eV) = -8.64
- ΔE to the lowest compared entry with this formula, charge and spin (eV) = 0.817
- net charge = 0
- orbital gap (eV) = 8.78